[1]
ORCA calculation (ωB97M-V/def2-TZVPD) on a structure of composition C18H47N3O12V at a distorted geometry.

Each line ends with the Mulliken charge.
CARTESIAN COORDINATES (ANGSTROEM)
V1 0.83 -2.81 0.51  1.12
N1 -2.10 -2.00 1.90  0.75
O1 -2.55 -0.89 1.58  -0.46
O2 -2.42 -2.60 2.90  -0.57
O3 -1.13 -2.47 1.18  -0.49
N2 1.67 -0.23 0.78  1.39
O4 0.51 -0.51 0.36  -0.32
O5 2.12 0.88 0.81  -0.49
O6 2.29 -1.25 1.22  -0.63
C1 -1.69 2.37 -0.48  -1.35
C2 -2.09 2.05 -1.93  1.56
C3 -3.02 0.82 -1.94  -0.55
C4 -4.50 1.14 -1.74  -1.00
C5 -4.95 2.22 -2.71  -1.20
C6 -4.11 3.49 -2.65  1.54
N3 -2.67 3.18 -2.62  0.32
O7 -1.90 4.28 -2.58  -0.45
C7 -4.39 4.36 -3.88  -1.89
C8 -4.45 4.31 -1.39  -1.76
C9 -0.79 1.62 -2.62  -1.47
H1 -0.90 3.13 -0.38  0.69
H2 -1.35 1.43 -0.05  -0.21
H3 -2.52 2.71 0.16  0.32
H4 -2.85 0.27 -2.87  0.65
H5 -2.73 0.13 -1.15  -0.30
H6 -4.64 1.43 -0.69  0.35
H7 -5.04 0.22 -1.94  0.44
H8 -5.98 2.47 -2.49  0.47
H9 -4.83 1.79 -3.71  0.34
H10 -4.13 3.80 -4.78  0.42
H11 -5.43 4.66 -3.88  0.40
H12 -3.76 5.25 -3.90  0.41
H13 -5.50 4.57 -1.42  0.48
H14 -4.25 3.72 -0.49  0.35
H15 -3.86 5.22 -1.38  0.36
H16 -1.03 1.16 -3.58  0.54
H17 -0.27 0.89 -2.00  -0.16
H18 -0.05 2.41 -2.77  0.28
H19 -1.59 4.36 -1.65  0.42
C10 5.78 0.85 0.95  -1.11
C11 5.21 1.17 2.32  0.56
O8 6.20 0.82 3.28  -0.55
H20 5.71 -0.24 0.82  0.21
H21 6.83 1.11 0.82  0.36
H22 5.16 1.26 0.15  0.27
H23 4.28 0.61 2.43  -0.34
H24 4.93 2.23 2.40  0.30
H25 5.76 0.60 4.11  0.33
C12 -0.84 -3.23 -3.24  -1.34
C13 -0.49 -2.17 -2.18  0.42
O9 0.81 -2.56 -1.59  -0.26
H26 -0.55 -4.22 -2.90  0.33
H27 -0.30 -3.04 -4.17  0.37
H28 -1.91 -3.27 -3.45  0.38
H29 -1.24 -2.09 -1.40  0.19
H30 -0.28 -1.23 -2.69  0.05
H31 1.45 -2.27 -2.24  0.22
C14 3.00 -6.01 0.38  -1.08
C15 2.91 -4.88 -0.61  -0.23
O10 2.76 -3.61 0.02  -0.29
H32 2.02 -6.22 0.81  0.32
H33 3.67 -5.73 1.19  0.30
H34 3.43 -6.88 -0.10  0.37
H35 2.10 -4.95 -1.34  0.30
H36 3.80 -4.89 -1.24  0.35
H37 3.60 -3.35 0.42  0.28
C16 -0.38 1.45 3.32  -0.89
C17 0.51 0.41 3.98  0.15
O11 -0.03 -0.90 3.87  -0.53
H38 -0.64 1.18 2.30  -0.04
H39 0.13 2.42 3.40  0.40
H40 -1.25 1.58 3.97  0.42
H41 0.63 0.65 5.05  0.51
H42 1.51 0.36 3.55  -0.32
H43 -0.77 -1.05 4.48  0.28
C18 3.46 -1.66 4.25  -0.27
O12 4.72 -2.21 3.78  -0.51
H44 3.22 -2.18 5.18  0.49
H45 3.57 -0.60 4.45  0.07
H46 2.70 -1.83 3.50  -0.09
H47 4.87 -3.04 4.24  0.29

The multiplicity is 3. As for the net charge: +1. The value obtained for the total energy is -2724.5528 hartree. For the HOMO energy (spin up / spin down), the calculation gives -9.38 / -10.24 eV. The value obtained for the HOMO-LUMO gap (spin up / spin down) is 2.026 / 5.101 eV.

---

[2]
ORCA calculation (ωB97M-V/def2-TZVPD) on a cluster of 4 separate species, C18H47N3O7 in total at a distorted geometry.

Each line ends with the Mulliken charge.
CARTESIAN COORDINATES (ANGSTROEM)
O1 0.84 0.57 -1.34  -0.62
H1 0.17 1.23 -1.54  0.25
H2 0.98 0.66 -0.38  0.53
C1 -0.60 -0.03 1.37  -0.70
O2 0.62 0.68 1.43  -0.47
C2 0.99 0.95 2.77  -0.77
C3 0.08 1.96 3.48  -0.67
N1 -1.05 1.33 4.13  0.00
C4 -1.74 2.18 5.08  -0.95
C5 -1.54 1.86 6.53  -0.45
O3 -2.26 0.69 6.89  -0.31
C6 -1.99 0.30 8.21  -0.76
H3 -1.44 0.62 1.65  0.25
H4 -0.64 -0.84 2.11  0.32
H5 -0.83 -0.47 0.41  0.31
H6 1.97 1.41 2.68  0.36
H7 1.02 0.01 3.34  0.39
H8 -0.24 2.74 2.78  0.36
H9 0.74 2.49 4.19  0.48
H10 -0.77 0.49 4.61  0.20
H11 -2.82 2.25 4.89  0.28
H12 -1.47 3.24 4.97  0.39
H13 -1.94 2.70 7.11  0.43
H14 -0.47 1.75 6.75  0.36
H15 -1.16 -0.41 8.19  0.27
H16 -2.88 -0.15 8.66  0.23
H17 -1.72 1.15 8.85  0.34
C7 6.78 -3.19 -6.68  -0.74
O4 7.70 -2.85 -5.69  -0.31
C8 8.46 -1.69 -6.03  -0.51
C9 8.80 -0.88 -4.78  -0.85
N2 7.67 -0.24 -4.11  -0.35
C10 6.90 -1.15 -3.23  -0.32
C11 5.83 -0.39 -2.50  -0.63
O5 4.62 -0.43 -3.25  -0.29
C12 3.55 0.12 -2.53  -0.79
H18 7.22 -3.29 -7.68  0.34
H19 5.94 -2.47 -6.68  0.30
H20 6.30 -4.15 -6.48  0.24
H21 7.92 -1.08 -6.77  0.43
H22 9.38 -2.06 -6.50  0.34
H23 9.41 -0.06 -5.17  0.36
H24 9.40 -1.51 -4.12  0.35
H25 7.08 0.16 -4.83  0.24
H26 7.60 -1.54 -2.50  0.32
H27 6.48 -1.95 -3.84  0.21
H28 6.11 0.63 -2.21  0.36
H29 5.64 -0.91 -1.55  0.37
H30 3.11 -0.58 -1.82  0.30
H31 2.74 0.31 -3.24  0.27
H32 3.79 1.11 -2.13  0.33
C13 -5.65 -0.15 2.87  -0.61
O6 -6.54 0.97 2.81  -0.44
C14 -6.96 1.26 1.50  -0.30
C15 -7.70 0.12 0.78  -0.80
N3 -6.87 -0.59 -0.21  -0.28
C16 -6.52 0.23 -1.36  -0.63
C17 -5.52 -0.46 -2.29  -0.57
O7 -4.23 0.06 -1.98  -0.29
C18 -3.18 -0.75 -2.38  -0.66
H33 -5.32 -0.21 3.90  0.25
H34 -4.79 -0.04 2.20  0.22
H35 -6.22 -1.05 2.63  0.27
H36 -7.66 2.10 1.56  0.30
H37 -6.07 1.56 0.94  0.32
H38 -7.96 -0.65 1.50  0.43
H39 -8.60 0.54 0.31  0.39
H40 -7.47 -1.31 -0.61  0.22
H41 -7.36 0.58 -1.99  0.32
H42 -6.03 1.15 -1.04  0.40
H43 -5.51 -1.53 -2.05  0.36
H44 -5.77 -0.23 -3.32  0.33
H45 -3.06 -1.67 -1.78  0.33
H46 -2.25 -0.25 -2.04  0.09
H47 -3.06 -0.95 -3.44  0.32

As for the SMILES: COCCNCCOC.COCCNCCOC.COCCNCCOC.O. As for the net charge: 0. The value obtained for the total energy is -1404.7769 hartree. For the HOMO energy, the calculation gives -8.33 eV. Its energy above the lowest of the compared OMol25 structures with the same formula, charge and spin is 132.5 kcal/mol. The value obtained for the HOMO-LUMO gap is 9.085 eV.

---

[3]
ORCA calculation (ωB97M-V/def2-TZVPD) on a structure of composition C18H48AgN3O7 at a distorted geometry.

Each line ends with the Mulliken charge.
CARTESIAN COORDINATES (ANGSTROEM)
Ag1 13.31 21.92 1.08  0.45
C1 11.55 18.42 2.59  -0.86
C2 12.16 19.67 1.94  1.27
O1 12.90 20.40 2.65  -0.79
O2 11.80 20.04 0.78  -0.95
H1 11.09 17.84 1.79  0.10
H2 10.79 18.78 3.28  0.44
H3 12.29 17.81 3.11  0.23
C3 13.14 19.43 -2.87  -1.37
C4 11.66 19.69 -2.95  0.36
C5 10.77 18.47 -2.76  -0.59
O3 9.34 18.81 -2.97  -0.35
C6 8.44 17.76 -3.17  -0.78
N1 11.35 20.81 -2.00  -0.10
H4 13.41 18.60 -3.52  0.42
H5 13.42 19.00 -1.92  0.25
H6 13.81 20.23 -3.19  0.36
H7 11.31 19.95 -3.95  0.35
H8 10.96 17.88 -1.87  0.29
H9 11.03 17.74 -3.53  0.52
H10 8.41 17.10 -2.31  0.31
H11 8.65 17.25 -4.12  0.34
H12 7.45 18.21 -3.22  0.27
H13 11.44 20.46 -1.06  0.40
H14 10.36 21.00 -2.03  0.46
C7 12.10 15.26 0.74  -1.15
C8 13.52 15.76 0.82  1.12
C9 14.59 14.92 1.50  -0.80
O4 14.97 13.75 0.84  -0.34
C10 15.47 12.64 1.63  -0.78
N2 13.89 16.03 -0.61  -0.70
H15 11.70 15.09 1.74  0.18
H16 12.24 14.29 0.27  0.44
H17 11.48 15.96 0.18  0.01
H18 13.56 16.72 1.33  -0.09
H19 14.21 14.67 2.49  0.29
H20 15.46 15.57 1.63  0.38
H21 14.73 12.22 2.31  0.30
H22 16.27 13.03 2.27  0.34
H23 15.82 11.85 0.97  0.26
H24 14.13 15.08 -0.88  0.25
H25 14.78 16.47 -0.80  0.29
C11 15.77 21.43 6.75  -1.33
C12 16.00 22.21 5.44  0.43
C13 17.21 23.11 5.37  -0.77
O5 17.42 23.74 4.03  -0.31
C14 18.18 24.97 4.17  -0.79
N3 15.95 21.28 4.28  -0.58
H26 15.58 22.15 7.54  0.39
H27 16.43 20.58 6.94  0.36
H28 14.77 21.01 6.59  0.35
H29 15.14 22.85 5.21  0.32
H30 18.01 22.42 5.63  0.29
H31 17.17 23.86 6.16  0.36
H32 19.15 24.82 4.65  0.32
H33 17.72 25.72 4.81  0.32
H34 18.49 25.39 3.22  0.28
H35 16.36 20.42 4.61  0.25
H36 15.04 20.86 4.23  0.12
C15 6.85 19.19 1.82  -1.36
C16 8.01 19.89 1.08  0.34
O6 7.47 21.16 0.65  -0.56
H37 6.07 18.77 1.19  0.34
H38 6.45 19.79 2.64  0.43
H39 7.31 18.30 2.26  0.32
H40 8.44 19.38 0.21  0.16
H41 8.74 20.10 1.86  0.01
H42 6.84 21.47 1.30  0.32
C17 11.85 15.45 5.08  -0.61
C18 12.03 14.31 6.12  -0.54
O7 11.40 14.70 7.32  -0.53
H43 10.84 15.86 5.14  0.37
H44 12.03 15.00 4.10  0.05
H45 12.52 16.28 5.32  0.32
H46 13.12 14.25 6.14  0.28
H47 11.61 13.34 5.88  0.35
H48 11.96 15.26 7.86  0.31

The multiplicity is 2. As for the net charge: +1. The value obtained for the total energy is -1552.0437 hartree. For the HOMO energy (spin up / spin down), the calculation gives -11.23 / -11.23 eV. The value obtained for the HOMO-LUMO gap (spin up / spin down) is 7.277 / 3.095 eV.

---

- What is the formula in the first record?
  C18H47N3O12V

---

- Which value of net charge does entry 1 give?
  +1